a | {"formula": "C42H25AsBiCl4F2N2O6S", "method": "ωB97M-V/def2-TZVPD", "species": ["Bi", "F", "C", "C", "C", "C", "C", "F", "C", "C", "C", "C", "C", "C", "N", "H", "H", "H", "H", "H", "H", "Cl", "C", "C", "Cl", "C", "Cl", "C", "O", "C", "O", "C", "Cl", "O", "S", "O", "N", "C", "O", "C", "C", "C", "C", "C", "C", "H", "H", "H", "H", "O", "As", "C", "C", "C", "C", "C", "C", "C", "C", "C", "C", "C", "C", "C", "C", "C", "C", "C", "C", "H", "H", "H", "H", "H", "H", "H", "H", "H", "H", "H", "H", "H", "H", "H"], "positions_angstrom": [[1.127, 1.828, 1.171], [-3.451, 4.651, 0.895], [-2.877, 3.625, 1.572], [-1.722, 3.048, 1.085], [-1.130, 1.984, 1.768], [-1.701, 1.534, 2.966], [-2.866, 2.148, 3.402], [-3.475, 1.715, 4.519], [-3.475, 3.197, 2.735], [0.464, 0.211, 3.648], [0.412, 0.086, 5.186], [1.042, -1.150, 5.744], [1.532, -2.068, 4.917], [1.378, -1.937, 3.458], [0.874, -0.941, 2.863], [-1.280, 3.445, 0.175], [-4.381, 3.645, 3.116], [0.856, 0.968, 5.650], [1.149, -1.244, 6.815], [2.048, -2.942, 5.294], [1.725, -2.762, 2.835], [5.133, -3.647, -1.014], [3.789, -2.601, -0.681], [2.525, -3.044, -0.717], [2.221, -4.713, -1.061], [1.359, -2.193, -0.486], [-0.229, -2.892, -0.560], [1.496, -0.879, -0.211], [0.529, -0.032, -0.008], [2.866, -0.225, -0.176], [2.950, 0.554, 0.918], [4.111, -1.162, -0.457], [5.371, -1.002, 0.804], [-1.363, -1.716, 6.718], [-2.095, -0.874, 5.808], [-3.308, -0.291, 6.296], [-1.078, 0.268, 5.169], [-1.127, 0.318, 3.660], [1.181, 1.294, 3.258], [-1.878, -0.922, 3.224], [-2.091, -1.337, 1.915], [-2.846, -2.477, 1.698], [-3.389, -3.203, 2.758], [-3.183, -2.791, 4.063], [-2.421, -1.651, 4.263], [-1.643, -0.796, 1.090], [-3.002, -2.817, 0.682], [-3.972, -4.093, 2.558], [-3.599, -3.332, 4.903], [0.470, 2.533, -1.327], [0.509, 1.397, -2.532], [-1.036, 0.251, -2.498], [-2.034, 0.587, -1.592], [-3.182, -0.185, -1.516], [-3.335, -1.286, -2.349], [-2.337, -1.616, -3.255], [-1.183, -0.850, -3.329], [2.160, 0.417, -2.649], [3.165, 0.524, -1.547], [4.453, -0.326, -1.733], [4.569, -1.092, -3.010], [3.600, -1.105, -3.922], [2.369, -0.333, -3.735], [0.370, 2.290, -4.243], [-0.879, 2.485, -4.821], [-0.992, 3.190, -6.011], [0.142, 3.701, -6.625], [1.391, 3.510, -6.049], [1.505, 2.804, -4.860], [-1.891, 1.428, -0.928], [-3.948, 0.064, -0.791], [-4.229, -1.894, -2.285], [-2.445, -2.486, -3.891], [-0.397, -1.137, -4.015], [3.368, 1.571, -1.313], [5.364, 0.248, -1.566], [5.476, -1.664, -3.168], [3.708, -1.682, -4.832], [1.638, -0.358, -4.537], [-1.766, 2.083, -4.345], [-1.966, 3.338, -6.459], [0.054, 4.251, -7.554], [2.277, 3.909, -6.525], [2.480, 2.650, -4.415]], "mulliken_charge": [1.134, -0.376, 0.251, -0.923, 0.023, -1.240, 0.698, -0.293, -1.081, 1.440, -1.104, -0.916, -0.961, -0.063, 0.430, 0.590, 0.514, 0.449, 0.406, 0.400, 0.478, -0.209, -0.336, 0.422, -0.238, 0.409, -0.222, -1.153, -0.048, 1.985, -1.190, 0.818, -0.198, -0.696, 1.318, -0.667, -0.074, 1.996, -1.145, -0.945, 0.367, -0.794, -0.864, -0.911, 0.533, 0.612, 0.429, 0.387, 0.479, -0.969, 1.989, 0.202, -0.532, -0.370, -0.576, -0.697, -0.002, 0.189, -1.855, -0.254, -0.828, -1.050, 0.135, 0.385, -0.450, -0.776, -0.414, -0.747, -0.365, 0.395, 0.379, 0.389, 0.387, 0.186, 0.746, 0.420, 0.428, 0.413, 0.408, 0.390, 0.393, 0.376, 0.384, 0.371], "e_homo_ev": -5.05, "charge": -1}



b | {"formula": "C42H25AsBiCl4F2N2O6S", "method": "ωB97M-V/def2-TZVPD", "species": ["Bi", "F", "C", "C", "C", "C", "C", "F", "C", "C", "C", "C", "C", "C", "N", "H", "H", "H", "H", "H", "H", "Cl", "C", "C", "Cl", "C", "Cl", "C", "O", "C", "O", "C", "Cl", "O", "S", "O", "N", "C", "O", "C", "C", "C", "C", "C", "C", "H", "H", "H", "H", "O", "As", "C", "C", "C", "C", "C", "C", "C", "C", "C", "C", "C", "C", "C", "C", "C", "C", "C", "C", "H", "H", "H", "H", "H", "H", "H", "H", "H", "H", "H", "H", "H", "H", "H"], "positions_angstrom": [[0.955, 0.569, -1.442], [-1.967, -4.050, -1.044], [-0.827, -3.430, -0.674], [-0.578, -2.146, -1.109], [0.598, -1.525, -0.722], [1.537, -2.176, 0.099], [1.206, -3.462, 0.521], [2.011, -4.152, 1.355], [0.044, -4.109, 0.149], [2.819, -1.497, 0.442], [3.863, -2.064, 1.172], [5.020, -1.332, 1.361], [5.129, -0.059, 0.826], [4.050, 0.429, 0.115], [2.939, -0.268, -0.057], [-1.292, -1.649, -1.752], [-0.158, -5.115, 0.489], [3.794, -3.069, 1.548], [5.844, -1.770, 1.910], [6.027, 0.532, 0.938], [4.075, 1.410, -0.347], [-4.738, 1.073, -5.600], [-3.734, 1.069, -4.189], [-4.214, 1.545, -2.984], [-5.830, 2.159, -2.866], [-3.385, 1.532, -1.854], [-3.989, 2.107, -0.332], [-2.077, 1.059, -1.904], [-1.263, 1.032, -0.871], [-1.583, 0.578, -3.156], [-0.350, 0.128, -3.213], [-2.423, 0.585, -4.264], [-1.790, -0.037, -5.752], [5.215, -4.159, -3.123], [4.053, -3.743, -2.382], [3.856, -4.341, -1.083], [3.958, -2.123, -2.287], [2.891, -1.662, -2.911], [2.548, -0.446, -2.951], [2.067, -2.724, -3.598], [0.926, -2.568, -4.364], [0.324, -3.716, -4.865], [0.854, -4.979, -4.607], [2.010, -5.128, -3.849], [2.595, -3.976, -3.363], [0.512, -1.583, -4.535], [-0.578, -3.627, -5.459], [0.360, -5.856, -5.006], [2.434, -6.103, -3.648], [0.814, 1.298, 0.966], [-0.494, 1.886, 1.796], [-1.850, 0.585, 2.152], [-1.529, -0.747, 1.938], [-2.468, -1.728, 2.225], [-3.711, -1.374, 2.728], [-4.023, -0.039, 2.951], [-3.090, 0.945, 2.662], [-1.204, 3.541, 1.127], [-0.974, 3.930, -0.185], [-1.504, 5.124, -0.650], [-2.265, 5.923, 0.192], [-2.479, 5.542, 1.509], [-1.938, 4.355, 1.982], [0.136, 2.406, 3.547], [-0.319, 1.811, 4.715], [0.196, 2.210, 5.943], [1.169, 3.196, 6.002], [1.631, 3.787, 4.832], [1.116, 3.394, 3.608], [-0.562, -1.011, 1.531], [-2.228, -2.767, 2.041], [-4.445, -2.141, 2.942], [-4.998, 0.238, 3.329], [-3.346, 1.988, 2.809], [-0.408, 3.290, -0.846], [-1.336, 5.421, -1.677], [-2.691, 6.846, -0.179], [-3.064, 6.169, 2.170], [-2.083, 4.075, 3.019], [-1.075, 1.036, 4.674], [-0.161, 1.744, 6.853], [1.571, 3.503, 6.959], [2.395, 4.553, 4.875], [1.480, 3.850, 2.695]], "mulliken_charge": [1.027, -0.453, 0.191, -0.954, 1.855, -0.168, 0.994, -0.419, -1.171, -0.203, -0.493, -0.689, -0.795, -0.673, 0.401, 0.192, 0.498, 0.572, 0.420, 0.417, 0.473, -0.242, 0.335, 0.166, -0.248, 0.704, -0.155, -1.362, 0.686, -0.129, -0.759, 0.086, -0.218, -0.771, 1.277, -0.599, -0.379, 0.407, -0.814, 0.661, -0.276, -0.561, -0.431, -0.806, -0.102, 0.323, 0.404, 0.398, 0.455, 0.240, 0.529, 0.754, -0.573, -0.340, -0.779, -0.638, -0.334, 0.429, 0.028, -0.670, -0.496, -0.829, -0.376, 0.048, -0.099, -0.805, -0.402, -0.747, -0.444, 0.233, 0.453, 0.354, 0.396, 0.299, 0.121, 0.437, 0.380, 0.403, 0.385, 0.381, 0.402, 0.380, 0.388, 0.426], "e_homo_ev": -4.77, "charge": -1}



So which one is most stable? That would be b, about 0.1838 hartree below the next structure.